No. 1
{"formula": "C36H27BrN6O5SSeZn", "method": "ωB97M-V/def2-TZVPD", "gap_ev": 4.134, "charge": -2, "lumo_ev": 2.84, "e_homo_ev": -1.30, "energy_ev": -251592.93796, "species": ["Zn", "Br", "C", "C", "C", "C", "C", "C", "N", "N", "C", "C", "C", "C", "O", "C", "N", "C", "C", "C", "C", "H", "H", "H", "H", "H", "H", "H", "H", "H", "N", "C", "C", "C", "C", "C", "C", "C", "C", "C", "C", "C", "C", "C", "H", "H", "H", "H", "H", "H", "H", "H", "H", "H", "C", "N", "C", "Se", "N", "C", "C", "C", "C", "C", "C", "H", "H", "H", "H", "H", "H", "H", "H", "O", "S", "O", "O", "O"], "xyz": [[1.00445, -0.35605, -0.29610], [-7.05790, 9.98127, -0.46859], [-5.90273, 8.52306, -0.41865], [-6.51653, 7.23002, -0.46645], [-5.68988, 6.14077, -0.35069], [-4.28980, 6.28739, -0.20222], [-3.71154, 7.54699, -0.12273], [-4.53269, 8.67005, -0.22023], [-3.46814, 5.13315, -0.20641], [-2.22051, 5.33307, -0.02908], [-1.33527, 4.29392, 0.06846], [-0.14167, 4.59549, 0.83339], [0.81866, 3.59039, 1.11527], [0.69754, 2.31786, 0.49619], [1.57357, 1.36677, 0.61607], [-0.47557, 2.10106, -0.31779], [-0.66671, 0.82189, -0.77951], [-1.72687, 0.49507, -1.51509], [-2.77469, 1.34744, -1.76566], [-2.62609, 2.65704, -1.28826], [-1.49705, 3.03838, -0.55669], [-7.62224, 7.08513, -0.57255], [-6.12602, 5.14222, -0.39927], [-2.62923, 7.66429, -0.19676], [-4.12022, 9.66521, -0.23802], [-0.13384, 5.56470, 1.33425], [1.63915, 3.76048, 1.79947], [-1.72406, -0.51888, -1.91521], [-3.65490, 1.06485, -2.37035], [-3.46299, 3.32483, -1.40121], [0.02480, -1.75374, 0.51335], [-0.90050, -2.54801, 0.27763], [-2.10841, -2.50850, 1.16963], [-1.92128, -1.91709, 2.43271], [-2.95467, -1.80659, 3.31428], [-4.22658, -2.31026, 2.95221], [-4.42091, -2.83077, 1.69374], [-3.39454, -2.85858, 0.75591], [-0.89460, -3.57092, -0.82376], [-1.52348, -4.80752, -0.67830], [-1.39011, -5.77564, -1.68939], [-0.76291, -5.47449, -2.87474], [-0.20970, -4.20142, -3.03205], [-0.21888, -3.27336, -2.01232], [-0.97998, -1.44732, 2.63076], [-2.81216, -1.44742, 4.33396], [-5.05501, -2.32027, 3.65869], [-5.36778, -3.24286, 1.41521], [-3.69933, -3.16510, -0.26178], [-2.17720, -5.05067, 0.15291], [-1.87510, -6.72388, -1.53754], [-0.65330, -6.19937, -3.68312], [0.31007, -3.96240, -3.95103], [0.30527, -2.30558, -2.15279], [4.10036, -3.38025, 2.67013], [4.77243, -3.29903, 1.38849], [4.45245, -3.95961, 0.19335], [3.09734, -5.24671, 0.06185], [5.19726, -3.51715, -0.82371], [6.04320, -2.55263, -0.24858], [7.14566, -1.87151, -0.78670], [8.01729, -1.24011, 0.07556], [7.72272, -1.17441, 1.47733], [6.52028, -1.63445, 1.96690], [5.77606, -2.40177, 1.10588], [3.39540, -4.22585, 2.66508], [3.50865, -2.45401, 2.84924], [4.82193, -3.54872, 3.50223], [4.16222, -2.62328, -2.10369], [7.30645, -1.87053, -1.84369], [8.90952, -0.80071, -0.31800], [8.40004, -0.63226, 2.13952], [6.20480, -1.50313, 2.99786], [3.54531, -2.13417, -2.75721], [3.14394, -0.80251, -1.94321], [1.69717, -0.57921, -2.17875], [3.28504, -1.11646, -0.43354], [4.05457, 0.20240, -2.42608]], "forces_ev_per_a": [[0.69, -0.64, 0.59], [-0.34, 0.87, -0.13], [-0.33, -1.96, 0.49], [0.07, 1.18, 0.10], [0.61, -0.64, 0.06], [0.76, 0.05, -0.09], [-0.49, 0.76, -0.81], [-0.58, -0.16, -0.37], [0.48, -0.92, -0.18], [-1.17, 0.98, 1.01], [1.07, 1.48, 0.28], [-0.76, -1.87, -0.30], [-1.14, 0.91, -0.59], [1.71, -0.83, 0.35], [-1.42, 1.46, 0.01], [-1.88, -1.89, -0.97], [0.14, 1.10, -0.66], [1.20, -1.11, 0.50], [-0.18, 2.05, -0.15], [-1.04, -1.53, -0.55], [0.48, -0.17, 0.84], [1.24, 0.39, 0.06], [0.31, 0.15, 0.03], [-0.38, -0.18, 0.46], [0.14, 0.15, 0.12], [0.22, -0.19, -0.29], [0.04, 0.04, -0.13], [0.01, 0.04, 0.28], [0.67, 0.07, 0.53], [0.24, 0.23, -0.04], [0.11, 0.53, -0.15], [0.04, -0.15, 0.10], [-0.29, 0.32, -0.20], [-0.36, -0.06, -0.58], [-1.45, -0.65, 0.54], [0.37, 0.03, 0.58], [0.12, 0.33, 0.00], [-0.12, -0.26, 0.10], [-0.25, 0.14, 0.00], [0.20, -0.35, -0.93], [-0.59, 0.47, 0.57], [0.44, 0.32, -0.34], [0.37, -0.28, -0.27], [0.06, 0.34, -0.01], [0.59, -0.26, 0.06], [0.05, 0.22, -0.32], [0.20, 0.09, -0.01], [-0.62, 0.02, -0.10], [0.84, -0.01, 0.59], [0.43, 0.15, 0.19], [-0.01, -0.37, -0.03], [-0.15, 0.10, 0.28], [0.01, 0.02, -0.05], [-0.45, -0.83, 0.26], [-0.35, -0.04, 0.14], [-0.45, -0.19, -0.29], [-0.56, 0.13, 0.11], [0.25, 0.09, 0.16], [0.34, 1.02, 0.72], [0.41, -0.35, -0.70], [-0.55, -0.41, 0.30], [-0.67, -0.20, 1.41], [0.60, 1.12, -1.03], [0.45, -0.21, 0.47], [-0.74, -0.91, 0.04], [0.31, 0.29, -0.26], [0.44, -0.49, -0.02], [-0.28, 0.24, -0.56], [-0.47, -0.21, -0.58], [0.20, -0.14, -0.51], [0.42, 0.30, -0.04], [-0.11, -0.08, -0.19], [0.23, -0.05, -0.04], [-0.09, 0.41, 1.55], [1.94, -1.50, 3.20], [0.20, 0.32, -1.01], [-0.68, 0.90, -3.50], [-0.72, 0.25, -0.06]], "mulliken_charge": [0.24, -0.22, 0.23, -0.38, -0.39, 0.01, -0.01, -0.65, -0.40, -0.06, -0.30, -0.49, -0.93, 0.53, -0.74, 0.61, 0.15, -0.20, -0.99, -0.30, 0.80, 0.32, 0.37, 0.37, 0.37, 0.37, 0.44, 0.38, 0.41, 0.48, -0.67, -0.22, 1.02, -0.54, -0.59, -0.39, -0.71, -0.29, 0.81, -0.22, -0.76, -0.51, -0.84, 0.00, 0.50, 0.35, 0.35, 0.39, 0.42, 0.46, 0.37, 0.34, 0.37, 0.20, -1.01, 0.24, 0.05, -0.53, -0.84, 0.86, -0.78, -0.54, -0.53, -0.91, 0.71, 0.27, 0.29, 0.30, 0.42, 0.42, 0.38, 0.32, 0.42, -0.57, 1.04, -0.64, -0.54, -0.67]}

=====

No. 2
{"formula": "C36H27CaN4O2S6", "method": "ωB97M-V/def2-TZVPD", "gap_ev": 6.374, "charge": -1, "lumo_ev": 1.69, "e_homo_ev": -4.68, "energy_ev": -131282.82201, "species": ["Ca", "S", "C", "C", "C", "C", "C", "C", "S", "C", "C", "C", "C", "C", "C", "C", "S", "C", "C", "C", "C", "C", "C", "S", "N", "H", "H", "H", "H", "H", "H", "H", "H", "H", "H", "H", "H", "H", "H", "H", "C", "C", "C", "C", "N", "C", "C", "C", "C", "C", "C", "N", "H", "H", "H", "H", "H", "H", "H", "H", "O", "S", "O", "N", "C", "S", "C", "C", "C", "C", "C", "C", "H", "H", "H", "H"], "xyz": [[0.57462, 0.03082, 0.65454], [2.90727, -1.49306, 0.25916], [2.28670, -3.10654, 0.03627], [2.76884, -3.91195, -1.01413], [2.30996, -5.19858, -1.22241], [1.34467, -5.75186, -0.38398], [0.86595, -4.99456, 0.66939], [1.32678, -3.69377, 0.88444], [0.58735, -2.79119, 2.22117], [1.97320, -2.46150, 3.35576], [2.68703, -1.12989, 3.31388], [4.01196, -1.10665, 3.73576], [4.67431, 0.10028, 3.81206], [4.00028, 1.25593, 3.46024], [2.67752, 1.15748, 3.05174], [1.96592, 2.37509, 2.54154], [2.27069, 2.43267, 0.72820], [1.20799, 3.77505, 0.25528], [1.83998, 4.90595, -0.26300], [1.10702, 5.99773, -0.68705], [-0.27935, 5.95635, -0.57514], [-0.90876, 4.84069, -0.05788], [-0.19409, 3.70306, 0.35898], [-1.06670, 2.32328, 0.98411], [2.02179, -0.01475, 3.00035], [3.51323, -3.47886, -1.67003], [2.70149, -5.77986, -2.04911], [0.98201, -6.75951, -0.54267], [0.12322, -5.40063, 1.34629], [2.69330, -3.26498, 3.21201], [1.53437, -2.57667, 4.35057], [4.51701, -2.03493, 3.96847], [5.71178, 0.14254, 4.12021], [4.48314, 2.22335, 3.48820], [2.35950, 3.28818, 2.98380], [0.88434, 2.31748, 2.67546], [2.92002, 4.90538, -0.34527], [1.60708, 6.86806, -1.09141], [-0.87328, 6.80072, -0.90598], [-1.98787, 4.80769, 0.02517], [-2.07813, -2.96015, -1.57863], [-3.14940, -3.21867, -0.74553], [-3.26066, -2.52441, 0.44947], [-2.29694, -1.58307, 0.77964], [-1.25602, -1.33934, -0.02778], [-1.15003, -2.01356, -1.17647], [-2.34223, -0.83823, 2.07095], [-3.51411, -0.73621, 2.81147], [-3.48504, -0.08863, 4.03218], [-2.28818, 0.44112, 4.48154], [-1.17285, 0.31383, 3.67245], [-1.19204, -0.30519, 2.49502], [-1.94967, -3.48099, -2.51715], [-3.89102, -3.96135, -1.01210], [-4.07087, -2.74120, 1.13043], [-0.29374, -1.77027, -1.79807], [-4.44246, -1.13977, 2.43326], [-4.38480, -0.00512, 4.62800], [-2.22256, 0.97199, 5.42121], [-0.21199, 0.70818, 3.97672], [0.05143, 3.67710, -6.27219], [0.10772, 2.24387, -6.15220], [0.45398, 1.50265, -7.33775], [1.03393, 1.78498, -4.88738], [0.33698, 1.15892, -3.96840], [0.98630, 0.41568, -2.59662], [-1.13923, 1.09125, -4.26458], [-2.15642, 0.57394, -3.48226], [-3.45179, 0.58658, -3.98626], [-3.72546, 1.11299, -5.24695], [-2.70675, 1.65845, -6.01951], [-1.42972, 1.63748, -5.49723], [-1.93269, 0.18566, -2.49707], [-4.26107, 0.18535, -3.38748], [-4.74092, 1.10543, -5.62413], [-2.90382, 2.09269, -6.99159]], "forces_ev_per_a": [[0.32, 0.29, 0.11], [0.06, -0.08, -0.26], [0.02, -0.07, 0.02], [-0.03, 0.02, 0.02], [-0.03, 0.03, 0.02], [0.00, 0.00, -0.02], [-0.01, 0.08, 0.04], [0.02, -0.14, 0.06], [0.19, 0.21, -0.14], [-0.16, -0.04, -0.18], [-0.13, 0.01, 0.14], [0.04, -0.02, 0.02], [0.04, 0.02, 0.00], [-0.03, 0.00, 0.05], [0.02, -0.06, 0.04], [0.10, 0.02, -0.14], [-0.09, -0.04, 0.09], [0.00, 0.04, -0.03], [0.00, -0.05, 0.01], [-0.02, 0.02, 0.04], [0.00, -0.01, 0.02], [0.04, -0.05, 0.01], [-0.02, 0.07, -0.05], [0.08, -0.01, -0.04], [0.11, 0.19, -0.14], [-0.03, -0.01, -0.02], [0.01, 0.02, 0.00], [0.00, 0.01, -0.01], [0.02, -0.01, 0.00], [0.04, 0.01, 0.07], [0.05, -0.01, 0.03], [-0.02, 0.01, 0.00], [-0.01, -0.01, 0.01], [0.00, 0.00, -0.05], [0.01, -0.01, 0.04], [0.01, 0.02, 0.08], [-0.01, 0.01, 0.02], [-0.01, -0.02, -0.04], [0.00, -0.02, 0.02], [0.01, 0.01, -0.03], [-0.05, -0.04, 0.01], [-0.03, 0.01, 0.02], [-0.06, -0.07, 0.01], [0.06, 0.02, -0.05], [-0.38, -0.38, -0.26], [0.04, -0.04, 0.11], [0.11, -0.01, 0.05], [-0.10, -0.03, 0.00], [0.01, -0.02, 0.04], [-0.03, 0.03, -0.01], [0.02, -0.05, -0.06], [-0.33, -0.02, 0.00], [0.03, 0.02, 0.01], [0.01, 0.01, 0.00], [-0.01, 0.01, -0.02], [-0.02, 0.04, 0.02], [0.01, 0.01, 0.00], [-0.02, 0.04, -0.03], [0.03, -0.05, 0.01], [-0.01, 0.05, -0.03], [0.02, 0.02, 0.04], [-0.11, 0.02, -0.08], [0.02, -0.03, 0.01], [-0.08, -0.15, 0.07], [-0.12, 0.13, 0.00], [0.30, 0.04, 0.23], [-0.03, -0.02, 0.04], [-0.07, -0.03, 0.02], [0.02, 0.00, 0.01], [0.02, 0.01, 0.01], [0.02, 0.05, -0.03], [0.09, -0.01, 0.04], [0.01, 0.03, -0.02], [0.00, 0.01, -0.01], [0.00, 0.01, 0.01], [-0.01, -0.02, 0.01]], "mulliken_charge": [0.75, -0.26, 0.66, -0.69, -0.51, -0.63, -0.58, -0.16, 0.08, -1.14, 0.58, -0.96, -0.53, -0.92, 0.47, -0.83, 0.00, 0.18, -0.58, -0.57, -0.50, -0.76, 0.55, -0.41, 0.48, 0.41, 0.36, 0.38, 0.39, 0.55, 0.52, 0.42, 0.40, 0.46, 0.61, 0.19, 0.41, 0.36, 0.35, 0.39, -1.05, -0.78, -0.71, 0.33, 0.98, -0.82, 0.48, -0.92, -0.66, -1.00, -0.31, 1.00, 0.55, 0.46, 0.38, 0.46, 0.39, 0.41, 0.46, 0.21, -0.67, 1.21, -0.68, -0.53, 0.13, -0.13, 0.17, -0.13, -0.81, -0.34, -0.71, -0.11, 0.66, 0.41, 0.37, 0.40]}

=====

Which formula does entry 2 have?
C36H27CaN4O2S6